Record 1
Molecular formula: C30H90O15
Method: DFT, wB97M-V/def2-TZVPD

Structure (ORCA input):
```
! RIJCOSX wB97M-V def2-TZVPD def2/J DEFGRID3
* xyz 0 1
C 20.9063 -1.2263 26.3423
C 19.7906 -1.3050 25.2744
O 18.5130 -1.6358 25.8123
H 21.0156 -2.1982 26.8235
H 20.7116 -0.3936 27.0181
H 21.8305 -0.9669 25.8260
H 20.1446 -2.0779 24.5923
H 19.6081 -0.3906 24.7099
H 17.9031 -1.7840 25.0860
C 19.1485 -3.8069 20.6102
C 18.8888 -5.3184 20.7656
O 20.0199 -6.0408 20.3048
H 19.3217 -3.5333 19.5694
H 20.0210 -3.4275 21.1422
H 18.2993 -3.1904 20.9052
H 18.0182 -5.5726 20.1610
H 18.7133 -5.5763 21.8100
H 20.0571 -6.0078 19.3461
C 21.2653 2.2836 24.7556
C 21.3752 3.8140 24.9302
O 20.7286 4.2534 26.1005
H 21.4212 1.7710 25.7048
H 21.9746 1.9782 23.9863
H 20.2567 1.9234 24.5530
H 20.9469 4.2209 24.0142
H 22.4312 4.0757 24.9976
H 20.8047 5.2100 26.0732
C 24.3707 -1.1343 23.6746
C 23.3440 -1.2235 22.5875
O 23.4668 -0.1090 21.6756
H 24.1471 -1.8419 24.4730
H 24.3010 -0.2016 24.2343
H 25.3883 -1.3046 23.3232
H 22.3275 -1.3622 22.9558
H 23.4962 -2.1469 22.0286
H 22.9629 -0.3321 20.8895
C 18.1015 4.8626 20.3298
C 18.4843 4.8186 21.8241
O 17.8132 3.7172 22.3218
H 18.4024 3.9885 19.7523
H 18.5231 5.7614 19.8799
H 17.0140 4.9059 20.2688
H 18.0387 5.6735 22.3328
H 19.5556 4.7418 22.0098
H 18.0734 3.5419 23.2291
C 14.1876 2.9546 20.7066
C 14.3904 3.4034 22.1894
O 13.2208 4.0701 22.6384
H 13.9472 3.7943 20.0546
H 13.4239 2.1969 20.5314
H 15.1311 2.5263 20.3683
H 15.2429 4.0643 22.3462
H 14.5185 2.5065 22.7954
H 13.3352 4.2056 23.5818
C 15.8738 -2.4841 18.1953
C 14.8608 -3.4715 18.8530
O 14.1580 -4.1678 17.8616
H 16.5649 -2.9635 17.5022
H 16.4917 -1.9491 18.9164
H 15.2668 -1.7455 17.6715
H 14.1457 -3.0322 19.5486
H 15.3761 -4.1061 19.5741
H 13.9044 -4.9976 18.2724
C 21.7702 3.0080 19.6828
C 22.0669 4.0700 20.7702
O 23.4750 4.3558 20.7646
H 22.3858 2.1159 19.7980
H 22.0108 3.3048 18.6619
H 20.7167 2.7373 19.7534
H 21.7790 3.6578 21.7373
H 21.4016 4.9234 20.6398
H 24.0186 3.5861 20.9483
C 16.3230 1.7508 25.6866
C 17.5576 2.4742 26.3206
O 18.1781 3.3260 25.3691
H 15.7624 1.1582 26.4096
H 16.6966 1.0517 24.9384
H 15.5937 2.3706 25.1651
H 18.3229 1.7716 26.6506
H 17.2413 3.0545 27.1874
H 19.0495 3.5891 25.6740
C 19.6645 0.3514 21.3240
C 18.1478 0.1790 21.5776
O 17.4184 1.1976 21.1267
H 19.9505 0.3546 20.2722
H 20.2392 -0.4260 21.8274
H 20.0555 1.2626 21.7768
H 17.9589 0.0318 22.6409
H 17.8246 -0.7012 21.0218
H 17.3763 1.9216 21.7557
C 15.9323 -4.1325 24.4058
C 16.7514 -3.3197 23.4054
O 16.6922 -1.9747 23.8479
H 15.8056 -5.1734 24.1081
H 14.9506 -3.6723 24.5186
H 16.4041 -4.2140 25.3849
H 16.3552 -3.4333 22.3963
H 17.7608 -3.7124 23.5278
H 15.8084 -1.6019 23.8090
C 13.8717 -0.4477 21.5819
C 13.6743 -1.6462 22.5220
O 14.1249 -1.2889 23.7938
H 14.8984 -0.2799 21.2565
H 13.5608 0.4966 22.0287
H 13.3339 -0.5914 20.6448
H 14.0897 -2.5817 22.1472
H 12.6003 -1.8316 22.5357
H 13.4261 -0.7476 24.1684
C 24.4371 -1.7329 18.7786
C 22.8688 -1.8704 18.6825
O 22.1683 -0.7060 19.2138
H 24.7093 -1.7075 19.8338
H 24.7800 -0.8492 18.2403
H 24.9629 -2.5506 18.2857
H 22.4674 -2.7643 19.1601
H 22.5420 -2.0354 17.6558
H 21.2712 -0.7144 18.8722
C 16.4008 0.8672 16.3476
C 16.3969 1.2144 17.8573
O 17.5385 0.8028 18.4959
H 16.1803 -0.1920 16.2143
H 17.3312 1.1075 15.8330
H 15.6220 1.4643 15.8732
H 15.5207 0.8049 18.3599
H 16.2932 2.2924 17.9803
H 17.4600 0.9143 19.4462
C 20.5188 -0.3397 16.0296
C 19.4749 -1.2091 16.5724
O 19.4324 -1.0715 17.9813
H 20.2600 -0.2326 14.9762
H 21.5495 -0.6743 16.1479
H 20.4755 0.6577 16.4670
H 19.7243 -2.2576 16.4098
H 18.5106 -1.0924 16.0777
H 18.7177 -0.4682 18.1978
*
```

Properties
Kohn-Sham gap = 9.87 eV
DFT total energy = -63278.30313 eV
highest occupied orbital energy = -0.352 Eh
LUMO = 0.2942 eV

---

Record 2
Molecular formula: C30H90O40P10
Method: DFT, wB97M-V/def2-TZVPD

Structure (ORCA input):
```
! RIJCOSX wB97M-V def2-TZVPD def2/J DEFGRID3
* xyz 0 1
C -22.0097 17.0234 28.9265
O -21.2841 16.0458 28.1818
P -21.7785 14.5440 28.4228
O -22.0240 14.0500 29.8264
O -20.6948 13.6351 27.5826
C -20.2717 13.9603 26.2785
O -22.9811 14.3624 27.3192
C -24.2697 14.1434 27.7783
H -21.6109 17.1010 29.9380
H -23.0628 16.8357 28.7169
H -21.9120 18.0648 28.6201
H -19.2093 14.1070 26.0837
H -20.8376 14.7948 25.8645
H -20.6994 13.1449 25.6951
H -24.9335 13.9589 26.9336
H -24.6661 15.0034 28.3181
H -24.1890 13.3294 28.4986
C -28.3096 17.8448 24.4279
O -28.6674 18.5458 23.2753
P -29.5878 17.8667 22.2230
O -30.7664 17.1692 22.7706
O -28.6095 16.8678 21.4392
C -27.4832 17.4564 20.7748
O -29.8368 19.1330 21.2190
C -30.3680 20.3450 21.6290
H -28.9305 16.9593 24.5643
H -28.6703 18.4611 25.2514
H -27.2501 17.5894 24.4080
H -27.5625 17.2633 19.7050
H -26.5765 16.8760 20.9455
H -27.4060 18.5435 20.7956
H -31.1819 20.7684 21.0404
H -29.5751 21.0926 21.6502
H -30.8288 20.3851 22.6160
C -24.6894 19.2257 27.2847
O -23.9399 19.0672 28.3967
P -23.9604 20.1278 29.5560
O -25.3254 20.7616 29.7327
O -22.7215 21.1611 29.0354
C -22.6745 22.5030 29.5612
O -23.3334 19.3157 30.8018
C -23.2990 19.9810 32.1132
H -25.6704 19.2064 27.7593
H -24.4242 18.4082 26.6142
H -24.8119 20.1734 26.7604
H -21.6798 22.9319 29.4396
H -22.6576 22.5336 30.6506
H -23.2574 23.2343 29.0014
H -23.9357 20.8165 32.4040
H -22.2751 20.2384 32.3844
H -23.4772 19.2997 32.9451
C -30.1324 17.5446 14.9496
O -30.8790 16.6418 15.5475
P -31.4098 16.7337 17.0605
O -32.5740 15.9684 17.5220
O -30.0917 16.5395 18.1192
C -30.1078 15.4613 19.0836
O -31.5889 18.2676 17.2697
C -32.1672 18.7517 18.4837
H -29.0648 17.5365 15.1694
H -30.6178 18.5121 14.8214
H -30.0997 17.1270 13.9433
H -30.6799 14.5953 18.7508
H -30.5874 15.7862 20.0069
H -29.1508 14.9649 19.2447
H -32.7603 17.9466 18.9176
H -32.8004 19.6381 18.4449
H -31.2990 18.8051 19.1405
C -17.5878 14.4181 23.1449
O -16.6005 15.3452 22.6433
P -15.7422 14.9787 21.3574
O -16.4731 14.6457 20.0892
O -14.9403 16.3978 21.3032
C -15.3481 17.4883 20.5611
O -14.7307 13.7460 21.8631
C -13.5461 13.9470 22.6573
H -18.6033 14.7948 23.0224
H -17.4523 14.3053 24.2206
H -17.5151 13.4974 22.5660
H -15.1833 18.4335 21.0782
H -16.4131 17.3663 20.3635
H -14.9001 17.4794 19.5674
H -13.8375 13.6403 23.6618
H -12.9494 14.8587 22.6898
H -12.8564 13.1747 22.3169
C -26.2941 10.9662 25.1223
O -25.0868 10.6860 25.7450
P -25.0599 10.3694 27.4072
O -25.7615 11.4003 28.1994
O -25.7146 8.9214 27.5842
C -25.9198 8.4729 28.9551
O -23.4678 10.0986 27.6945
C -22.2584 10.8614 27.3331
H -26.9497 10.0956 25.1053
H -25.9336 11.1498 24.1102
H -26.8350 11.8471 25.4679
H -25.5310 7.4715 29.1399
H -26.9833 8.6564 29.1081
H -25.4397 9.0231 29.7643
H -21.8241 11.1285 28.2965
H -22.5351 11.7659 26.7913
H -21.5872 10.3140 26.6714
C -32.2705 12.8353 26.4962
O -30.9470 12.9155 26.1124
P -29.8113 13.5258 27.2080
O -30.4130 14.0411 28.4758
O -28.6188 12.2747 27.3263
C -28.7004 11.2462 28.2398
O -29.0089 14.7502 26.4186
C -27.6786 15.0618 26.7999
H -32.5676 11.7866 26.5026
H -32.9826 13.4014 25.8957
H -32.4613 13.1557 27.5205
H -28.2366 10.3387 27.8530
H -29.6836 10.8581 28.5057
H -28.1762 11.4094 29.1814
H -27.6295 16.1500 26.7595
H -27.0898 14.8484 25.9077
H -27.2182 14.6591 27.7021
C -27.3464 13.6843 21.7274
O -26.0101 14.1078 21.5809
P -25.0767 14.4669 22.8627
O -25.3160 13.5229 24.0405
O -23.5174 14.2427 22.3590
C -22.3613 13.5176 22.8940
O -25.2483 16.0675 23.1071
C -24.3990 16.6821 24.0626
H -27.5865 13.4643 22.7676
H -27.5774 12.7780 21.1676
H -28.0054 14.4723 21.3627
H -21.4430 14.0508 23.1402
H -21.9377 12.7062 22.3021
H -22.6908 12.9158 23.7409
H -23.4715 17.0389 23.6148
H -24.1538 16.1403 24.9761
H -24.8093 17.6299 24.4110
C -17.9310 9.5019 24.1434
O -17.6095 9.4982 22.7643
P -18.3942 10.7062 21.9420
O -19.5038 11.2622 22.7411
O -18.9026 9.8152 20.6703
C -19.9718 10.2576 19.8260
O -17.2566 11.6556 21.3666
C -16.3420 11.2098 20.3814
H -18.0875 10.3957 24.7473
H -17.1130 9.0233 24.6817
H -18.7326 8.7703 24.2449
H -20.8118 9.5711 19.7201
H -19.6488 10.4895 18.8111
H -20.3868 11.2311 20.0868
H -16.4098 11.8798 19.5244
H -16.4928 10.2002 19.9990
H -15.2920 11.2982 20.6601
C -24.1933 18.5629 20.5810
O -25.1154 19.4963 21.1068
P -24.6638 20.9860 21.4655
O -23.4133 21.0679 22.2637
O -25.9416 21.7437 22.1824
C -26.0252 21.5433 23.5991
O -24.6014 21.8700 20.0345
C -25.2531 21.5013 18.8241
H -24.6642 17.8272 19.9291
H -23.5951 18.1852 21.4102
H -23.3784 19.0189 20.0188
H -26.1433 22.3988 24.2642
H -25.2268 20.9043 23.9762
H -26.9655 21.0445 23.8338
H -25.8506 20.6012 18.9685
H -24.5987 21.2627 17.9857
H -25.8922 22.3374 18.5402
*
```

Properties
structure (SMILES) = COP(=O)(OC)OC.COP(=O)(OC)OC.COP(=O)(OC)OC.COP(=O)(OC)OC.COP(=O)(OC)OC.COP(=O)(OC)OC.COP(=O)(OC)OC.COP(=O)(OC)OC.COP(=O)(OC)OC.COP(=O)(OC)OC
Kohn-Sham gap = 10.42 eV
DFT total energy = -207372.26823 eV
highest occupied orbital energy = -0.373 Eh
LUMO = 0.2663 eV

---

Record 3
Molecular formula: C30H91N15O6P5Y
Method: DFT, wB97M-V/def2-TZVPD

Structure (ORCA input):
```
! RIJCOSX wB97M-V def2-TZVPD def2/J DEFGRID3
* xyz 2 1
Y 3.2600 -1.7574 -4.3260
O 1.1483 0.2041 -1.6733
H 1.1488 0.5367 -0.7546
O -4.3083 1.0430 7.5745
P -3.9580 1.8824 6.4048
N -2.6408 1.4112 5.4003
C -2.4667 1.8684 3.9857
C -1.5602 0.7064 6.0269
N -3.4167 3.4144 6.8766
C -2.8188 4.4960 6.0783
C -3.0686 3.6027 8.2503
N -5.2305 2.2061 5.2768
C -5.7336 1.1920 4.3472
C -6.2507 3.0635 5.8021
H -3.3237 2.4206 3.6001
H -2.1330 1.0264 3.3792
H -1.6517 2.5848 3.8821
H -1.1438 1.3710 6.7839
H -0.7870 0.5295 5.2793
H -1.8803 -0.2660 6.4011
H -3.2392 4.4556 5.0735
H -2.9899 5.4556 6.5664
H -1.7539 4.2983 5.9560
H -2.1364 3.1242 8.5505
H -3.0683 4.6284 8.6193
H -3.9203 3.1787 8.7823
H -6.3363 1.7446 3.6264
H -4.9489 0.7152 3.7599
H -6.1763 0.3488 4.8774
H -5.7580 3.9438 6.2149
H -6.6836 2.5432 6.6565
H -7.0994 3.2623 5.1477
O 5.2508 2.9484 -4.7198
P 5.2264 4.3866 -4.8192
N 5.2041 5.0346 -6.4274
C 5.1448 6.3963 -6.7255
C 5.0245 4.2010 -7.5504
N 6.5809 5.1241 -4.0109
C 6.8059 6.5877 -3.8612
C 7.5627 4.1860 -3.3866
N 3.7878 5.0658 -4.0919
C 2.5051 4.9682 -4.6988
C 3.6770 5.3493 -2.6466
H 5.0075 6.7618 -7.7432
H 6.1312 6.8134 -6.5225
H 4.3499 6.8770 -6.1553
H 4.0277 4.1228 -7.9845
H 5.4114 3.2198 -7.2754
H 5.7008 4.5558 -8.3281
H 7.3197 6.7688 -2.9171
H 7.3994 6.9786 -4.6876
H 5.8786 7.1345 -4.0321
H 7.9583 3.4042 -4.0350
H 8.4111 4.7100 -2.9466
H 7.0273 3.6482 -2.6041
H 1.8770 4.1224 -4.4190
H 2.0698 5.9675 -4.6901
H 2.6769 4.6619 -5.7307
H 4.6711 5.4533 -2.2116
H 3.2206 4.4442 -2.2460
H 3.1128 6.2733 -2.5203
O -8.3586 0.7136 -6.9756
P -8.1853 1.1302 -5.5581
N -9.0049 2.5438 -5.0025
C -9.0463 3.0016 -3.6216
C -9.4551 3.4127 -6.0259
N -6.5198 1.1480 -5.0131
C -6.1666 1.4318 -3.6093
C -5.4816 0.5420 -5.8686
N -8.9213 -0.1071 -4.6335
C -8.3585 -0.7764 -3.4942
C -10.3668 -0.1803 -4.7334
H -9.1638 2.1528 -2.9480
H -9.8026 3.7728 -3.4749
H -8.0976 3.4449 -3.3189
H -9.5491 2.7988 -6.9216
H -8.7220 4.1886 -6.2461
H -10.4047 3.8747 -5.7560
H -5.7366 2.4212 -3.4532
H -6.9384 1.4562 -2.8400
H -5.3467 0.7844 -3.2982
H -5.3740 -0.5409 -5.9302
H -5.5920 0.9472 -6.8744
H -4.4382 0.8199 -5.7197
H -7.2754 -0.8970 -3.4735
H -8.6056 -0.1695 -2.6232
H -8.9055 -1.6964 -3.2877
H -10.8091 -1.1625 -4.5672
H -10.7670 0.2342 -5.6587
H -10.7666 0.4880 -3.9707
O 5.5403 -1.2047 6.7797
P 6.7122 -1.2391 5.8724
N 6.4642 -0.1911 4.4869
C 5.9217 -0.7647 3.2331
C 6.1368 1.2632 4.6515
N 7.1347 -2.7983 5.2269
C 7.9089 -2.9502 3.9840
C 6.7264 -4.0581 5.9115
N 8.1407 -0.6858 6.5424
C 9.4110 -0.7806 5.9074
C 8.1353 -0.3392 7.9653
H 5.2149 -0.1143 2.7179
H 5.4619 -1.7166 3.4988
H 6.7311 -1.0191 2.5487
H 6.7016 1.8241 3.9069
H 6.3265 1.6662 5.6463
H 5.0822 1.4171 4.4225
H 7.3164 -3.4573 3.2224
H 8.2980 -2.0838 3.4492
H 8.7833 -3.4959 4.3385
H 7.5039 -4.8034 5.7438
H 6.4706 -3.8997 6.9592
H 5.8685 -4.5416 5.4442
H 10.1139 -0.0416 6.2919
H 9.8793 -1.7453 6.1029
H 9.2475 -0.6242 4.8411
H 8.9768 -0.8496 8.4337
H 7.1827 -0.5135 8.4655
H 8.3458 0.6928 8.2458
O 0.4195 -5.8858 -2.4822
P -0.3349 -6.9978 -1.7886
N 0.3780 -8.4153 -1.3697
C 1.7423 -8.3836 -0.7839
C -0.3977 -9.5850 -1.0082
N -1.5332 -7.6311 -2.8889
C -0.9449 -8.3356 -4.0604
C -2.6184 -6.6588 -3.3175
N -1.1801 -6.6197 -0.3465
C -2.4899 -7.1150 0.0534
C -0.6369 -5.5827 0.6277
H 2.4301 -7.7984 -1.3943
H 2.2313 -9.3507 -0.9009
H 1.8472 -7.9672 0.2179
H 0.1349 -10.5004 -1.2659
H -1.4107 -9.6842 -1.3979
H -0.2944 -9.6151 0.0765
H -0.7093 -7.6269 -4.8544
H 0.0398 -8.7303 -3.8102
H -1.6126 -9.1343 -4.3833
H -3.1078 -6.0377 -2.5673
H -2.2180 -5.9452 -4.0376
H -3.4591 -7.2168 -3.7296
H -2.8419 -7.7464 -0.7623
H -2.4984 -7.5929 1.0330
H -3.1521 -6.2513 0.1134
H -1.4581 -5.0284 1.0822
H -0.0657 -4.7729 0.1739
H 0.0680 -5.9132 1.3906
*
```

Properties
Kohn-Sham gap = 1.10 eV
DFT total energy = -114686.54196 eV
highest occupied orbital energy = -0.407 Eh
LUMO = -9.9682 eV